94
Properties=species:S:1:pos:R:3 method="wB97M-V/def2-TZVPD" max_force_ev_per_a=2.77 charge=+1 orbital_gap_ev=6.4 de_lowest_ev=0.787
Te -2.322 -0.083 3.339
Sr -0.255 -0.510 0.629
Si -4.786 2.228 3.120
Si -1.636 -2.879 5.043
O 3.500 1.724 0.963
O -0.800 -1.116 -3.868
N 1.517 0.889 1.620
N 0.995 0.343 -1.188
N -1.556 -0.394 -1.842
C -4.957 -2.028 -2.190
C -0.614 -0.580 -2.673
C 3.348 0.455 -1.550
C -2.586 -2.181 3.582
C -3.958 -3.415 -0.007
C 0.029 -6.538 0.800
C -0.227 -2.955 1.124
C 3.428 2.072 2.391
C -3.950 3.325 1.858
C -4.270 0.465 2.724
C 2.231 0.640 -0.761
C 0.272 3.113 2.927
C 0.825 -0.220 -2.386
C 0.421 -7.837 1.083
C 0.149 -4.111 1.266
C 1.891 -0.436 -3.244
C 1.252 2.399 5.000
C 1.875 -7.030 2.812
C -2.235 -1.465 -3.871
C 0.411 3.258 5.694
C -5.763 -2.931 -1.515
C -3.647 -1.804 -1.777
C -6.636 2.323 2.960
C 2.361 1.110 0.686
C 2.130 1.406 2.873
C -1.687 -4.730 4.909
C -0.571 3.968 3.620
C -5.266 -3.623 -0.418
C 1.344 -8.089 2.087
C -3.155 -2.509 -0.687
C 0.554 -5.467 1.524
C 3.161 -0.083 -2.817
C -2.429 -2.305 6.625
C 0.123 -2.246 4.949
C 1.188 2.322 3.616
C -0.500 4.042 5.004
C -4.272 2.705 4.841
C 1.484 -5.732 2.532
C -2.783 -0.847 -2.564
H 0.511 -2.381 3.934
H -5.357 -1.483 -3.038
H -3.546 -3.965 0.829
H -2.896 3.054 1.737
H -2.122 -2.430 -0.367
H -2.295 -2.552 -3.874
H -1.350 -5.062 3.925
H 1.891 -4.904 3.099
H 2.594 -7.215 3.600
H -3.357 0.060 -2.774
H 0.212 3.057 1.847
H -6.992 3.343 3.120
H -2.564 -1.221 6.638
H -3.409 -2.767 6.764
H 2.344 0.536 3.500
H -0.695 -6.346 0.019
H -7.122 1.684 3.699
H -4.432 3.234 0.883
H 1.648 -9.104 2.306
H -2.662 -1.055 -4.781
H -3.665 -2.304 3.703
H -0.001 -8.655 0.513
H -6.972 2.010 1.970
H -4.330 0.293 1.647
H 0.461 3.307 6.773
H 4.331 1.688 2.856
H -4.672 3.693 5.081
H -1.813 -2.568 7.488
H 3.397 3.159 2.446
H -2.702 -5.104 5.065
H -4.661 2.000 5.579
H -1.044 -5.205 5.654
H 4.329 0.716 -1.182
H -5.895 -4.330 0.107
H 1.947 1.771 5.546
H -3.985 4.377 2.150
H -1.160 4.707 5.546
H 0.182 -1.191 5.229
H -1.285 4.575 3.078
H 0.766 -2.804 5.633
H 4.011 -0.244 -3.465
H -2.261 -2.667 2.663
H 1.721 -0.883 -4.213
H -6.781 -3.094 -1.843
H -4.931 -0.258 3.208
H -3.189 2.738 4.965